No. 1
{"formula": "C6H4N5O5Sr", "method": "the ωB97M-V functional and the def2-TZVPD basis", "elements": ["O", "C", "Sr", "O", "C", "C", "O", "C", "O", "C", "O", "H", "N", "N", "N", "C", "N", "N", "H", "H", "H"], "coordinates": [[-0.8340, -2.5946, -3.7593], [-0.6465, -2.0299, -2.7717], [0.5575, -1.0408, -0.6216], [1.4164, -0.0014, -4.2502], [1.1286, -0.2355, -3.1615], [0.1866, 1.4641, -1.3005], [0.3064, 2.5551, -1.6650], [-2.7203, 0.3511, -1.2930], [-2.2730, 1.0789, -0.3659], [-1.8776, 0.1890, -2.4702], [-1.9041, 0.4459, -3.6369], [-3.6696, -0.2123, -1.2590], [2.3910, -0.9341, 3.6777], [1.2309, -0.4045, 3.1529], [0.8091, 0.8529, 3.5310], [0.1370, 1.2360, 2.4378], [0.2680, 0.3877, 1.4079], [1.0069, -0.6575, 1.8553], [2.4306, -1.9251, 3.4761], [2.4829, -0.6827, 4.6541], [-0.4267, 2.1578, 2.3621]], "homo_ev": [-9.71, -9.71], "total_charge": 1, "de_lowest_kj_mol": 100.5, "mol_weight_da": 313.7, "e_lumo_ev": [-4.46, -4.46], "gap_ev": [5.25, 5.26], "energy_ha": -911.33892}

No. 2
{"formula": "C6H4NdO6", "method": "the ωB97M-V functional and the def2-TZVPD basis", "elements": ["O", "C", "Nd", "O", "C", "C", "O", "C", "O", "C", "O", "C", "O", "H", "H", "H", "H"], "coordinates": [[-0.0864, 0.0969, -4.3032], [-0.5682, 0.8515, -3.5444], [-0.6590, 0.5023, 0.4943], [1.2652, -1.7312, -1.6563], [0.6666, -1.0031, -0.9732], [-1.8787, 2.3431, -1.2110], [-2.3730, 3.0643, -1.9536], [-1.7460, -1.1551, -1.1054], [-2.1669, -1.9447, -1.8373], [1.3318, 1.2790, -0.9298], [2.2806, 1.5669, -1.5318], [1.0279, -0.8258, 3.1356], [-0.1284, -0.1736, 2.5151], [1.8539, -0.5306, 2.5031], [0.8564, -1.9108, 3.0560], [1.1180, -0.4299, 4.1532], [-0.7936, 0.0010, 3.1886]], "multiplicity": 4, "homo_ev": [-23.74, -23.74], "total_charge": 3, "de_lowest_kj_mol": 0.0, "mol_weight_da": 316.3, "e_lumo_ev": [-14.84, -14.70], "s2": 3.752, "gap_ev": [8.89, 9.04], "energy_ha": -1242.63518}

No. 3
{"formula": "C6H4O", "method": "the ωB97M-V functional and the def2-TZVPD basis", "elements": ["C", "C", "C", "O", "C", "C", "C", "H", "H", "H", "H"], "coordinates": [[3.0771, -0.8717, 0.5823], [2.2041, -0.0598, 0.7519], [1.1029, 0.8701, 0.9824], [1.1067, 1.6758, 1.8896], [-0.0326, 0.6781, 0.1029], [-1.0545, 0.3378, -0.4425], [-2.3159, -0.1560, -0.9793], [3.8485, -1.5963, 0.4382], [-2.5321, 0.2472, -1.9715], [-3.1296, 0.1221, -0.3031], [-2.2745, -1.2474, -1.0510]], "homo_ev": -10.21, "total_charge": 0, "de_lowest_kj_mol": 226.1, "mol_weight_da": 92.1, "e_lumo_ev": -0.25, "gap_ev": 9.96, "energy_ha": -306.12541}

No. 4
{"formula": "C6H4O", "method": "the ωB97M-V functional and the def2-TZVPD basis", "elements": ["C", "C", "C", "C", "C", "C", "O", "H", "H", "H", "H"], "coordinates": [[0.1863, -0.6564, 3.1619], [0.1831, -0.3823, 1.9267], [0.2048, -0.1315, 0.5253], [-0.3008, -0.8468, -0.5156], [-0.1387, -0.0296, -1.6706], [0.4458, 1.1178, -1.2322], [0.6594, 1.0790, 0.0960], [-0.8276, -0.0818, 2.5573], [-0.7516, -1.8269, -0.4389], [-0.4217, -0.2668, -2.6851], [0.7609, 2.0253, -1.7248]], "homo_ev": -9.55, "total_charge": 0, "de_lowest_kj_mol": 265.3, "mol_weight_da": 92.1, "e_lumo_ev": 0.63, "gap_ev": 10.18, "energy_ha": -306.11050}

No. 5
{"formula": "C6H4O", "method": "the ωB97M-V functional and the def2-TZVPD basis", "elements": ["C", "C", "C", "C", "C", "C", "O", "H", "H", "H", "H"], "coordinates": [[1.6563, 0.3312, 0.1528], [1.4299, -0.9247, 0.1546], [-0.4351, 0.6547, -0.0082], [-0.0709, -0.6651, 0.0110], [-0.9972, -1.7895, -0.1105], [0.8035, 1.5149, 0.0840], [-2.1920, -1.6417, -0.0842], [-1.4431, 1.0194, -0.1260], [-0.5267, -2.7791, -0.2359], [0.8316, 2.1511, 0.9683], [0.9437, 2.1287, -0.8059]], "homo_ev": [-9.48, -9.48], "total_charge": 0, "de_lowest_kj_mol": 401.7, "mol_weight_da": 92.1, "e_lumo_ev": [-0.80, -0.80], "gap_ev": [8.68, 8.68], "energy_ha": -306.05853}

No. 6
{"formula": "C6H4O", "method": "the ωB97M-V functional and the def2-TZVPD basis", "elements": ["C", "C", "C", "C", "C", "C", "O", "H", "H", "H", "H"], "coordinates": [[3.2383, -0.6093, -0.1750], [1.9726, -0.3944, -0.0895], [0.5713, -0.2951, 0.2382], [-0.1118, 0.8330, 0.5613], [-1.4765, 0.5523, 0.2670], [-1.5001, -0.7105, -0.2303], [-0.2548, -1.2381, -0.2752], [1.8291, 0.2402, -1.0034], [0.3338, 1.7594, 0.8998], [-2.3147, 1.2207, 0.3856], [-2.2872, -1.3583, -0.5785]], "homo_ev": -9.13, "total_charge": 0, "de_lowest_kj_mol": 345.6, "mol_weight_da": 92.1, "e_lumo_ev": -0.12, "gap_ev": 9.01, "energy_ha": -306.07991}

No. 7
{"formula": "C6H4O", "method": "the ωB97M-V functional and the def2-TZVPD basis", "elements": ["C", "C", "C", "C", "C", "C", "O", "H", "H", "H", "H"], "coordinates": [[-1.2716, -1.7589, -0.0935], [-1.5741, -0.5914, 0.0650], [-1.5431, 0.8518, -0.0158], [-0.3254, 1.4494, -0.0019], [0.9298, 0.7343, 0.0021], [1.9710, 0.1197, -0.1581], [2.9388, -0.6918, 0.0300], [-1.1135, -2.7685, -0.2788], [-2.3143, 1.5511, -0.0493], [-0.4304, 2.5733, -0.1034], [2.7330, -1.4691, 0.6038]], "homo_ev": -8.47, "total_charge": 0, "de_lowest_kj_mol": 345.1, "mol_weight_da": 92.1, "e_lumo_ev": 0.23, "gap_ev": 8.71, "energy_ha": -306.08009}

No. 8
{"formula": "C6H4O", "method": "the ωB97M-V functional and the def2-TZVPD basis", "elements": ["C", "C", "C", "C", "O", "H", "H", "C", "C", "H", "H"], "coordinates": [[-2.1483, -0.1198, -0.9123], [-1.2541, 0.7718, -0.5666], [-0.3657, 1.6343, -0.2221], [0.7648, 1.7926, 0.4069], [1.7596, 2.0908, 0.9293], [-3.0035, -0.3222, -0.2751], [-2.0514, -0.6676, -1.8450], [0.9907, -1.3064, 0.4811], [2.1589, -1.2880, 0.7668], [-0.0468, -1.3022, 0.2160], [3.1957, -1.2833, 1.0209]], "homo_ev": -8.83, "total_charge": 0, "de_lowest_kj_mol": 341.9, "mol_weight_da": 92.1, "e_lumo_ev": -0.47, "gap_ev": 8.36, "energy_ha": -306.08129}

No. 9
{"formula": "C6H4O", "method": "the ωB97M-V functional and the def2-TZVPD basis", "elements": ["C", "C", "C", "O", "C", "C", "C", "H", "H", "H", "H"], "coordinates": [[3.0020, -0.8496, 0.6917], [2.2175, 0.0636, 0.6544], [1.2243, 1.1330, 0.5981], [1.4627, 2.2683, 0.9518], [-0.0632, 0.6912, 0.0940], [-1.1085, 0.2383, -0.3044], [-2.3623, -0.3482, -0.7661], [3.6968, -1.6607, 0.7276], [-3.1080, 0.4197, -0.9890], [-2.7657, -1.0080, 0.0084], [-2.1957, -0.9476, -1.6664]], "homo_ev": -10.24, "total_charge": 0, "de_lowest_kj_mol": 220.9, "mol_weight_da": 92.1, "e_lumo_ev": -0.26, "gap_ev": 9.98, "energy_ha": -306.12741}

No. 10
{"formula": "C6H4O2S2", "method": "the ωB97M-V functional and the def2-TZVPD basis", "elements": ["O", "C", "C", "C", "C", "C", "C", "O", "S", "S", "H", "H", "H", "H"], "coordinates": [[-2.2796, -1.7955, 2.3008], [-2.2597, -1.6278, 1.0990], [-1.1796, -0.8659, 0.4738], [-1.2383, -0.5572, -0.7708], [-0.3033, 0.2363, -1.5927], [0.8572, 0.7666, -1.0845], [1.6937, 1.5134, -2.0855], [1.3792, 1.6966, -3.1809], [1.4536, 0.6926, 0.5995], [0.1040, -0.4230, 1.6502], [-3.0181, -1.9075, 0.3476], [-2.0478, -0.9663, -1.2050], [-0.5987, 0.6684, -2.5134], [2.5278, 1.8902, -1.8202]], "homo_ev": -7.96, "total_charge": 0, "de_lowest_kj_mol": 199.8, "mol_weight_da": 172.2, "e_lumo_ev": -1.32, "gap_ev": 6.64, "energy_ha": -1177.78490}

In eV Å⁻¹, the max |F| values for the records above are, in order, 4.30 7.82 0.66 0.71 3.11 1.85 3.33 1.06 0.62 7.52.